Record 1
The following is a DFT calculation (the ωB97M-V functional and the def2-TZVPD basis) of 10 unconnected molecules or ions with the total composition C29H78O11 in a non-equilibrium geometry.

Computed properties:
Energy relative to the best compared isomer or geometry (same formula, charge and spin) (kJ/mol): 0.0
E_HOMO (eV): -9.322
SMILES: CC(C)O.CC(C)O.CC(C)O.CC(C)O.CC(C)O.CC(C)O.CC(C)O.CC(C)O.CC(C)O.OCCO
HOMO-LUMO gap (Ha): 0.3499
2S+1: 1
Charge: 0

Last column: Löwdin charge in e.
Atoms and positions in Å:
C: -3.348 -2.866 2.983  -0.033
C: -1.856 -2.947 2.779  -0.505
C: -1.354 -4.296 2.356  -0.054
O: -1.394 -1.993 1.831  -0.096
H: -3.728 -3.700 3.575  0.084
H: -3.865 -2.849 2.020  0.085
H: -3.624 -1.955 3.522  0.067
H: -1.322 -2.763 3.726  0.131
H: -0.263 -4.318 2.418  0.073
H: -1.613 -4.506 1.315  0.077
H: -1.711 -5.100 2.998  0.085
H: -1.549 -1.098 2.237  0.084
C: 3.181 -1.012 1.979  -0.065
C: 2.864 -1.338 3.417  -0.452
C: 1.370 -1.443 3.652  -0.065
O: 3.495 -2.639 3.683  -0.060
H: 2.733 -1.780 1.331  0.085
H: 4.253 -1.178 1.832  0.085
H: 2.847 -0.034 1.643  0.056
H: 3.386 -0.627 4.071  0.127
H: 1.064 -1.411 4.707  0.086
H: 0.968 -2.349 3.197  0.069
H: 0.798 -0.606 3.226  0.067
H: 2.852 -3.217 4.095  0.069
C: -3.016 -2.935 -1.965  -0.060
C: -3.632 -1.580 -2.365  -0.461
C: -4.548 -1.088 -1.255  -0.065
O: -2.594 -0.598 -2.596  -0.098
H: -2.289 -3.328 -2.668  0.063
H: -3.852 -3.654 -1.882  0.084
H: -2.576 -2.901 -0.968  0.059
H: -4.176 -1.750 -3.298  0.132
H: -5.338 -1.830 -1.051  0.079
H: -5.086 -0.187 -1.543  0.075
H: -3.979 -0.982 -0.329  0.068
H: -1.906 -0.658 -1.868  0.051
C: 1.850 1.865 5.338  -0.044
C: 1.232 2.847 4.363  -0.442
C: 1.890 2.838 3.022  -0.048
O: -0.188 2.506 4.141  -0.085
H: 2.946 1.902 5.261  0.089
H: 1.616 0.828 5.100  0.056
H: 1.587 2.109 6.366  0.082
H: 1.217 3.856 4.794  0.139
H: 1.450 3.512 2.294  0.083
H: 1.789 1.833 2.589  0.067
H: 2.946 3.090 3.126  0.092
H: -0.612 2.559 5.009  0.095
C: -4.008 1.148 4.270  -0.062
C: -4.853 1.785 5.356  -0.522
C: -5.931 2.698 4.791  -0.064
O: -5.429 0.801 6.193  -0.042
H: -3.419 1.957 3.828  0.075
H: -4.608 0.787 3.430  0.086
H: -3.369 0.360 4.661  0.074
H: -4.166 2.416 5.941  0.130
H: -6.306 3.326 5.613  0.077
H: -6.777 2.145 4.380  0.084
H: -5.607 3.393 4.013  0.080
H: -5.818 1.280 6.936  0.092
C: 0.782 -3.309 -3.107  -0.065
C: 1.448 -4.039 -1.923  -0.444
C: 0.437 -4.590 -0.943  -0.064
O: 2.238 -5.123 -2.539  -0.076
H: 0.175 -2.421 -2.900  0.067
H: 0.139 -3.980 -3.688  0.079
H: 1.611 -3.034 -3.765  0.066
H: 2.181 -3.386 -1.445  0.119
H: -0.106 -3.791 -0.443  0.057
H: 0.916 -5.237 -0.200  0.084
H: -0.282 -5.233 -1.467  0.087
H: 1.627 -5.830 -2.789  0.080
C: 1.583 0.618 -6.970  -0.051
C: 1.064 1.657 -5.989  -0.481
C: -0.051 1.152 -5.121  -0.047
O: 2.144 2.135 -5.176  -0.088
H: 2.298 1.114 -7.627  0.084
H: 0.783 0.173 -7.557  0.083
H: 2.118 -0.171 -6.434  0.073
H: 0.700 2.481 -6.607  0.140
H: 0.122 0.130 -4.773  0.080
H: -0.972 1.077 -5.707  0.088
H: -0.182 1.863 -4.310  0.067
H: 2.704 1.345 -4.973  0.064
C: 1.375 3.827 -2.023  -0.060
C: 0.982 4.737 -3.184  -0.505
C: 0.694 6.180 -2.801  -0.063
O: 1.959 4.713 -4.228  -0.069
H: 0.655 3.866 -1.204  0.064
H: 2.369 3.978 -1.604  0.081
H: 1.314 2.821 -2.465  0.054
H: 0.055 4.310 -3.614  0.130
H: 0.282 6.729 -3.648  0.076
H: 1.586 6.724 -2.469  0.080
H: 0.001 6.222 -1.954  0.074
H: 1.995 3.785 -4.570  0.045
C: 3.200 -0.721 -2.264  -0.044
C: 4.177 0.265 -2.918  -0.434
C: 5.622 0.031 -2.551  -0.054
O: 4.004 0.208 -4.378  -0.081
H: 2.170 -0.354 -2.360  0.076
H: 3.304 -0.765 -1.175  0.071
H: 3.273 -1.706 -2.728  0.072
H: 3.807 1.249 -2.604  0.137
H: 5.750 0.113 -1.467  0.083
H: 6.265 0.781 -3.011  0.083
H: 5.960 -0.966 -2.847  0.087
H: 4.450 -0.583 -4.707  0.101
O: -1.219 0.753 2.083  -0.099
C: -1.188 1.245 0.764  -0.211
C: -0.195 0.494 -0.123  -0.195
O: -0.754 -0.763 -0.535  -0.109
H: -0.870 1.348 2.774  0.057
H: -2.172 1.129 0.303  0.124
H: -0.974 2.325 0.727  0.123
H: 0.778 0.363 0.373  0.110
H: 0.007 1.080 -1.024  0.109
H: -0.766 -1.343 0.262  0.062

---

Record 2
The following is a DFT calculation (the ωB97M-V functional and the def2-TZVPD basis) of 9 unconnected molecules or ions with the total composition C29H80N4O13 in a non-equilibrium geometry.

Computed properties:
Energy relative to the best compared isomer or geometry (same formula, charge and spin) (kJ/mol): 1399.8
E_HOMO (eV): -8.452
SMILES: COCCNCCOC.COCCNCCOC.COCCNCCOC.COCCNCCOC.CO.CO.CO.CO.CO
HOMO-LUMO gap (Ha): 0.3239
2S+1: 1
Charge: 0

Last column: Löwdin charge in e.
Atoms and positions in Å:
C: -35.290 12.365 32.105  -0.154
O: -36.083 13.030 31.250  -0.197
C: -37.104 12.413 30.736  -0.269
C: -37.997 13.353 29.787  -0.191
N: -39.171 12.607 29.391  -0.072
C: -40.030 13.509 28.593  -0.197
C: -41.292 12.893 28.054  -0.186
O: -41.980 13.577 27.014  -0.200
C: -42.831 12.736 26.199  -0.062
H: -34.523 13.034 32.709  0.130
H: -34.719 11.544 31.687  0.080
H: -35.978 12.018 32.919  0.096
H: -37.849 11.899 31.485  0.142
H: -36.541 11.527 30.040  0.177
H: -37.655 13.740 28.951  0.062
H: -38.332 14.240 30.366  0.125
H: -39.566 12.252 30.292  0.122
H: -39.467 13.775 27.836  0.067
H: -40.159 14.489 29.086  0.126
H: -41.956 12.782 28.897  0.125
H: -41.120 11.915 27.740  0.103
H: -43.332 13.399 25.496  0.080
H: -43.381 11.859 26.699  0.127
H: -42.361 12.048 25.575  0.052
C: -44.499 14.448 34.714  -0.080
O: -44.199 15.491 33.784  -0.160
C: -45.117 15.495 32.753  -0.295
C: -44.840 16.550 31.768  -0.234
N: -45.764 16.773 30.606  -0.083
C: -45.841 15.645 29.644  -0.179
C: -46.570 16.181 28.422  -0.182
O: -46.602 15.081 27.520  -0.152
C: -47.644 15.104 26.668  -0.138
H: -44.707 13.572 34.295  0.020
H: -45.631 14.669 35.185  0.152
H: -43.694 14.451 35.385  0.072
H: -46.066 15.675 33.116  0.095
H: -45.191 14.489 32.109  0.164
H: -43.805 16.672 31.429  0.115
H: -44.886 17.536 32.264  0.121
H: -45.552 17.780 30.167  0.170
H: -46.396 14.831 30.007  0.114
H: -44.890 15.537 29.475  0.056
H: -46.091 16.873 27.800  0.101
H: -47.430 16.555 28.904  0.117
H: -47.601 15.943 25.969  0.098
H: -48.409 14.970 27.194  0.025
H: -47.648 14.353 25.942  0.080
C: -42.173 18.195 22.094  -0.097
O: -41.258 17.435 21.288  -0.207
C: -40.985 16.108 21.809  -0.169
C: -39.908 15.372 20.923  -0.227
N: -39.564 14.118 21.403  -0.105
C: -38.803 13.420 20.425  -0.231
C: -38.554 12.115 21.172  -0.204
O: -37.505 11.504 20.358  -0.249
C: -37.781 10.556 19.334  -0.124
H: -43.241 17.851 22.024  0.073
H: -42.125 19.236 21.806  0.088
H: -41.876 17.966 23.101  0.062
H: -41.974 15.735 21.884  0.096
H: -40.562 16.076 22.833  0.120
H: -39.097 16.050 20.813  0.118
H: -40.483 15.177 20.075  0.107
H: -39.062 14.107 22.318  0.144
H: -37.890 14.010 20.120  0.139
H: -39.157 13.070 19.425  0.131
H: -39.466 11.391 21.419  0.158
H: -38.131 12.065 22.182  0.110
H: -36.920 10.586 18.757  0.041
H: -38.556 10.962 18.573  0.110
H: -37.821 9.466 19.753  0.116
C: -40.944 21.062 26.141  -0.038
O: -42.242 20.376 26.441  -0.228
C: -43.184 20.487 25.449  -0.239
C: -44.576 19.923 25.884  -0.229
N: -45.312 19.591 24.728  -0.071
C: -46.698 19.293 25.057  -0.192
C: -47.352 18.862 23.756  -0.179
O: -48.754 18.798 24.017  -0.183
C: -49.466 18.464 22.854  -0.148
H: -41.151 22.202 26.205  0.110
H: -40.617 20.917 25.219  0.014
H: -40.238 20.764 26.984  0.109
H: -42.748 19.672 24.905  0.098
H: -43.363 21.498 24.962  0.152
H: -44.902 20.759 26.330  0.070
H: -44.739 19.048 26.588  0.136
H: -44.963 18.577 24.335  0.144
H: -47.226 20.072 25.514  0.119
H: -46.769 18.514 25.617  0.042
H: -46.963 17.932 23.625  0.078
H: -47.278 19.575 22.995  0.115
H: -49.251 17.402 22.549  0.075
H: -49.348 19.118 22.038  0.047
H: -50.742 18.353 22.889  0.147
C: -42.131 16.833 27.093  -0.155
O: -42.522 15.993 26.086  -0.090
H: -42.906 17.254 27.757  0.087
H: -41.573 17.712 26.749  0.084
H: -41.491 16.256 27.680  0.050
H: -42.560 15.178 26.524  -0.001
C: -45.524 17.709 19.882  -0.218
O: -46.815 18.220 19.769  -0.116
H: -45.474 17.095 20.680  0.000
H: -44.635 18.348 20.096  0.085
H: -45.188 17.070 18.946  0.121
H: -46.512 19.055 19.283  0.122
C: -45.573 12.815 21.484  -0.109
O: -44.829 11.791 22.231  -0.118
H: -45.534 12.483 20.477  0.072
H: -45.307 13.684 21.506  -0.061
H: -46.728 12.769 21.671  0.128
H: -43.927 12.112 22.396  0.069
C: -45.178 15.624 23.624  -0.086
O: -44.518 16.840 24.022  -0.108
H: -44.395 14.803 23.635  0.093
H: -45.663 15.698 22.584  0.080
H: -45.901 15.289 24.366  0.065
H: -43.861 16.543 24.514  -0.040
C: -48.102 15.158 20.025  -0.232
O: -48.932 14.032 19.999  -0.177
H: -48.827 15.842 19.660  0.055
H: -47.299 15.135 19.144  0.113
H: -47.490 15.290 21.022  0.092
H: -49.824 14.577 20.262  0.159

---

Record 3
The following is a DFT calculation (the ωB97M-V functional and the def2-TZVPD basis) of 11 unconnected molecules or ions with the total composition C29H80O11 in a non-equilibrium geometry.

Computed properties:
Energy relative to the best compared isomer or geometry (same formula, charge and spin) (kJ/mol): 233.6
E_HOMO (eV): -9.535
SMILES: CC(C)O.CC(C)O.CC(C)O.CC(C)O.CC(C)O.CC(C)O.CC(C)O.CC(C)O.CC(C)O.CO.CO
HOMO-LUMO gap (Ha): 0.3681
2S+1: 1
Charge: 0

Last column: Löwdin charge in e.
Atoms and positions in Å:
C: 3.386 0.847 -2.944  -0.051
C: 3.178 -0.539 -2.436  -0.452
C: 4.215 -1.607 -3.027  -0.011
O: 3.281 -0.472 -1.010  -0.076
H: 4.357 1.137 -2.494  0.098
H: 2.660 1.610 -2.660  0.065
H: 3.559 0.695 -4.011  0.085
H: 2.184 -0.909 -2.653  0.108
H: 5.154 -1.150 -3.369  0.080
H: 3.716 -2.108 -3.854  0.055
H: 4.437 -2.316 -2.240  0.053
H: 3.358 -1.335 -0.604  0.008
C: -4.098 3.325 2.659  -0.065
C: -2.680 2.934 2.468  -0.439
C: -1.866 4.113 1.834  -0.023
O: -2.184 2.499 3.761  -0.063
H: -4.219 4.078 3.465  0.096
H: -4.676 2.482 2.920  0.053
H: -4.522 3.762 1.738  0.092
H: -2.599 2.052 1.887  0.092
H: -0.912 3.778 1.634  0.020
H: -2.012 5.017 2.330  0.062
H: -2.240 4.259 0.815  0.084
H: -1.557 3.120 4.080  0.060
C: -4.451 -0.243 -3.709  -0.039
C: -4.361 -1.407 -2.663  -0.401
C: -4.688 -2.792 -3.189  -0.055
O: -3.026 -1.426 -2.019  -0.109
H: -4.037 -0.502 -4.694  0.079
H: -4.002 0.681 -3.355  0.071
H: -5.512 -0.057 -3.920  0.075
H: -5.028 -1.254 -1.823  0.123
H: -4.384 -3.491 -2.422  0.075
H: -4.098 -3.110 -4.042  0.078
H: -5.731 -2.909 -3.435  0.075
H: -2.362 -1.413 -2.724  0.026
C: -2.141 -2.087 1.174  -0.054
C: -3.400 -1.300 1.071  -0.495
C: -3.985 -1.028 2.470  -0.026
O: -3.257 -0.072 0.413  -0.069
H: -1.646 -2.482 0.256  0.079
H: -2.152 -2.943 1.864  0.095
H: -1.444 -1.426 1.649  0.048
H: -4.158 -1.851 0.508  0.131
H: -4.721 -0.209 2.339  0.088
H: -3.267 -0.715 3.227  0.075
H: -4.491 -1.924 2.731  0.065
H: -3.045 -0.330 -0.501  0.063
C: 2.145 2.567 2.397  -0.028
C: 3.294 3.062 1.494  -0.497
C: 4.669 3.015 2.171  -0.045
O: 3.259 2.372 0.286  -0.052
H: 1.198 2.686 1.864  0.070
H: 2.338 3.047 3.324  0.060
H: 2.265 1.512 2.621  0.069
H: 3.181 4.077 1.263  0.111
H: 5.375 3.747 1.776  0.075
H: 5.048 1.996 2.064  0.077
H: 4.526 3.223 3.264  0.086
H: 3.358 1.437 0.327  0.045
C: -0.441 -4.151 -2.198  -0.058
C: 1.001 -4.003 -2.534  -0.451
C: 1.675 -5.422 -2.741  -0.046
O: 1.061 -3.335 -3.818  -0.063
H: -1.022 -3.221 -2.113  0.063
H: -0.425 -4.681 -1.207  0.100
H: -0.842 -4.885 -2.915  0.093
H: 1.617 -3.533 -1.717  0.122
H: 2.682 -5.290 -3.197  0.079
H: 1.069 -6.114 -3.408  0.099
H: 1.866 -5.976 -1.853  0.054
H: 1.940 -3.371 -4.140  0.049
C: 0.055 -0.304 4.068  -0.058
C: 0.502 0.072 5.518  -0.468
C: -0.774 0.358 6.379  -0.062
O: 1.240 -0.981 6.136  -0.072
H: 0.934 -0.561 3.511  0.035
H: -0.354 0.605 3.575  0.076
H: -0.591 -1.215 4.080  0.091
H: 1.046 1.027 5.559  0.126
H: -1.424 1.118 5.833  0.087
H: -0.508 0.707 7.358  0.063
H: -1.332 -0.576 6.420  0.076
H: 0.798 -1.166 7.006  0.099
C: 0.755 4.675 -1.213  -0.045
C: 0.017 4.047 -2.407  -0.439
C: -1.062 5.045 -2.969  -0.035
O: 0.983 3.551 -3.379  -0.092
H: 1.071 5.662 -1.492  0.069
H: 1.516 3.995 -0.838  0.064
H: 0.013 4.914 -0.408  0.079
H: -0.470 3.144 -2.095  0.107
H: -0.582 5.952 -3.297  0.070
H: -1.706 5.274 -2.130  0.067
H: -1.664 4.578 -3.709  0.058
H: 1.772 4.150 -3.428  0.104
C: 1.453 -2.776 1.084  -0.057
C: 2.884 -2.606 1.306  -0.557
C: 3.406 -3.400 2.371  -0.063
O: 3.576 -2.906 0.080  -0.072
H: 1.189 -3.829 0.979  0.097
H: 1.176 -2.225 0.156  0.082
H: 0.786 -2.339 1.826  0.071
H: 3.046 -1.536 1.543  0.149
H: 4.455 -3.400 2.449  0.067
H: 3.176 -4.440 2.039  0.109
H: 2.939 -3.218 3.401  0.133
H: 4.520 -3.082 0.320  0.130
C: -0.602 0.038 -4.118  -0.080
O: -1.066 -1.347 -3.879  -0.156
H: -0.128 0.568 -3.267  0.076
H: 0.009 0.106 -5.029  0.091
H: -1.493 0.632 -4.256  0.060
H: -0.223 -1.834 -3.946  0.046
C: 0.245 0.581 0.004  -0.148
O: -0.940 1.358 0.124  -0.132
H: 0.560 0.111 0.934  0.060
H: 0.077 -0.229 -0.657  0.053
H: 1.046 1.200 -0.409  0.069
H: -1.691 0.757 0.364  0.036